(1)
Below is an isolated molecule of C11H13NO3, with properties calculated with ωB97M-V/def2-TZVPD.

Computed properties:
- relative energy (zero: lowest compared OMol25 entry of this formula, charge and spin) (kJ/mol) = 0.0
- molar mass (Da) = 207.2
- Kohn-Sham gap (eV) = 10.08
- LUMO (eV) = 0.759
- electronic energy (Eh) = -707.46509

Last column: Mulliken charge in e.
Positions of all 28 atoms, in Å:
O (2.404, -0.899, 1.610)  -0.6244
C (1.474, -1.237, 0.932)  0.6019
N (0.916, -0.550, -0.091)  0.2480
C (-0.205, -1.239, -0.675)  -0.5045
H (-1.133, -0.671, -0.547)  0.3181
H (-0.034, -1.419, -1.742)  0.2761
C (-0.208, -2.561, 0.114)  0.0647
H (-1.147, -2.729, 0.653)  0.3949
C (0.094, -3.779, -0.776)  -0.7547
O (1.265, -3.602, -1.522)  -0.5090
H (2.001, -3.488, -0.908)  0.3177
H (0.160, -4.670, -0.138)  0.3739
H (-0.717, -3.913, -1.495)  0.3708
O (0.832, -2.426, 1.077)  -0.4092
C (1.272, 0.803, -0.442)  -1.3151
C (0.204, 1.774, -0.004)  0.5691
C (-0.564, 2.466, -0.929)  -0.3747
C (-1.562, 3.327, -0.505)  -0.5519
C (-1.806, 3.494, 0.847)  -0.3815
C (-1.047, 2.801, 1.776)  -0.6403
C (-0.046, 1.945, 1.353)  -0.1770
H (0.552, 1.404, 2.072)  0.4224
H (-1.233, 2.930, 2.832)  0.3831
H (-2.586, 4.164, 1.178)  0.3783
H (-2.152, 3.866, -1.232)  0.3730
H (-0.377, 2.336, -1.986)  0.3307
H (1.429, 0.861, -1.524)  0.4141
H (2.214, 1.012, 0.074)  0.4055



(2)
Below is a structure of composition C5H6IrO2 in a non-equilibrium geometry, with properties calculated with ωB97M-V/def2-TZVPD.

Computed properties:
- 2S+1 = 6
- molar mass (Da) = 290.3
- Kohn-Sham gap (spin up / spin down) (eV) = 7.49 / 5.36
- LUMO (spin up / spin down) (eV) = 0.402 / -2.314
- electronic energy (Eh) = -448.44854

Last column: Löwdin spin population.
Positions of all 14 atoms, in Å:
C (1.578, 0.731, 1.512)  -0.0027
C (0.467, 0.476, 1.043)  0.0090
C (-0.911, 0.268, 0.587)  0.1097
C (-1.127, -1.143, 0.092)  0.6897
O (-2.274, -1.435, -0.487)  0.6722
Ir (-3.754, -0.668, -1.180)  3.4115
H (2.393, 1.018, 2.156)  -0.0002
H (-1.112, 0.989, -0.228)  0.0180
H (-1.626, 0.523, 1.396)  0.0272
H (-0.590, -1.947, 0.622)  0.0391
C (1.959, 0.041, -0.778)  0.0162
O (1.441, 0.737, -1.778)  0.0030
H (1.469, -0.957, -0.834)  0.0073
H (2.087, 1.367, -2.123)  0.0001



(3)
Below is an isolated molecule of C4H8N4 in a non-equilibrium geometry, with properties calculated with ωB97M-V/def2-TZVPD.

Computed properties:
- relative energy (zero: lowest compared OMol25 entry of this formula, charge and spin) (kJ/mol) = 703.5
- molar mass (Da) = 112.1
- Kohn-Sham gap (spin up / spin down) (eV) = 8.09 / 8.09
- LUMO (spin up / spin down) (eV) = 0.586 / 0.582
- electronic energy (Eh) = -375.98051

Last column: Mulliken charge in e.
Positions of all 16 atoms, in Å:
C (-1.096, -0.957, 0.382)  -0.1343
C (1.297, 1.142, -0.293)  0.3199
C (-2.159, -0.189, 0.349)  -0.8099
C (0.368, 2.099, -0.354)  -0.8276
N (-0.355, -1.253, -0.733)  -0.2408
N (1.770, 0.222, 0.482)  0.2872
N (0.980, -1.629, -0.650)  -0.2845
N (1.790, -1.098, 0.375)  -0.6705
H (-2.343, 0.257, -0.634)  0.3671
H (-2.377, 0.366, 1.392)  0.2364
H (0.321, 2.981, -0.984)  0.2405
H (-0.541, 2.026, 0.217)  0.2522
H (-0.541, -0.651, -1.447)  0.3069
H (2.487, 0.515, 1.175)  0.2992
H (0.978, -2.700, -0.615)  0.2912
H (-0.580, -1.132, 1.338)  0.3670



(4)
Below is a structure of composition C28H62ClNNbO8P2 in a non-equilibrium geometry, with properties calculated with ωB97M-V/def2-TZVPD.

Computed properties:
- molar mass (Da) = 731.1
- Kohn-Sham gap (eV) = 6.03
- LUMO (eV) = 1.950
- total charge = -1
- electronic energy (Eh) = -2960.44919

Last column: Mulliken charge in e.
Positions of all 103 atoms, in Å:
C (-4.785, 0.034, -1.395)  -1.2511
C (-3.527, 0.252, -0.530)  0.1413
C (-2.376, 0.984, -1.252)  0.4777
C (-1.736, 0.053, -2.307)  -1.0391
Nb (-0.769, 1.870, 0.092)  -1.6361
C (0.522, 0.045, 0.404)  0.4160
C (0.927, -0.445, 1.755)  0.4039
O (2.101, -0.696, 2.000)  -0.6155
N (-0.007, -0.531, 2.808)  0.1402
C (-1.352, -0.961, 2.465)  -0.5302
C (0.087, 0.617, 3.709)  -0.7793
P (0.536, 2.757, -2.006)  0.1250
O (1.573, 1.689, -2.286)  -0.4343
P (-2.037, 4.150, -0.106)  0.4294
O (-1.675, 5.043, 1.225)  -0.5106
Cl (-1.278, 5.390, -1.653)  -0.3592
H (-4.855, 0.785, -2.196)  0.3170
H (-5.706, 0.082, -0.801)  0.3552
H (-4.760, -0.950, -1.885)  0.1969
H (-3.802, 0.775, 0.393)  0.3076
H (-3.146, -0.742, -0.241)  -0.2606
H (-2.845, 1.824, -1.796)  0.5782
H (-2.442, -0.147, -3.129)  0.4136
H (-0.825, 0.459, -2.767)  0.2759
H (-1.489, -0.922, -1.863)  0.0493
H (0.352, 2.910, 1.126)  0.0792
H (-1.914, 1.800, 1.490)  0.0866
H (0.062, -0.776, -0.171)  -0.0659
H (1.493, 0.266, -0.066)  0.2460
H (-1.384, -1.373, 1.448)  -0.0991
H (-2.086, -0.147, 2.544)  0.2090
H (-1.670, -1.764, 3.147)  0.3356
H (-0.851, 1.194, 3.689)  0.2858
H (0.892, 1.296, 3.403)  0.1788
H (0.291, 0.295, 4.739)  0.2742
H (1.093, 4.037, -1.861)  -0.0384
H (-0.334, 2.939, -3.107)  0.0685
H (-0.723, 5.005, 1.404)  0.3104
C (6.703, 0.207, 3.021)  -0.6943
C (5.218, 0.008, 2.714)  0.2940
C (4.584, 0.278, 4.070)  -0.1319
O (5.430, 1.241, 4.718)  -0.4664
C (6.654, 1.371, 4.004)  -0.3510
H (7.307, 0.426, 2.141)  0.3341
H (7.113, -0.682, 3.506)  0.3067
H (4.874, 0.745, 1.986)  -0.2305
H (4.965, -0.978, 2.331)  0.2475
H (4.548, -0.632, 4.679)  0.3127
H (3.576, 0.680, 3.993)  -0.0511
H (6.665, 2.332, 3.473)  0.1626
H (7.479, 1.368, 4.720)  0.3070
C (4.570, 4.724, 1.660)  -0.2777
C (4.988, 4.320, 0.244)  -0.6479
C (3.729, 3.616, -0.254)  0.0013
O (2.640, 4.266, 0.396)  -0.3134
C (3.104, 5.096, 1.448)  -0.5463
H (5.155, 5.543, 2.078)  0.3665
H (4.649, 3.867, 2.333)  -0.0324
H (5.194, 5.208, -0.358)  0.3185
H (5.866, 3.675, 0.214)  0.3451
H (3.727, 2.555, 0.018)  -0.0821
H (3.586, 3.683, -1.333)  0.2505
H (3.000, 6.149, 1.157)  0.2488
H (2.486, 4.918, 2.330)  0.3080
C (3.181, -0.966, -1.974)  0.5126
C (4.407, -1.611, -1.328)  -0.2006
C (4.124, -3.093, -1.542)  -0.4440
O (3.391, -3.189, -2.762)  -0.4473
C (2.951, -1.883, -3.165)  -0.6055
H (3.311, 0.074, -2.262)  0.5392
H (2.331, -1.007, -1.293)  -0.7948
H (5.317, -1.318, -1.858)  0.3652
H (4.526, -1.356, -0.275)  -0.1086
H (3.517, -3.496, -0.722)  0.1668
H (5.027, -3.700, -1.630)  0.3537
H (3.539, -1.564, -4.033)  0.3087
H (1.904, -1.944, -3.462)  0.2629
C (-9.627, -1.080, -2.977)  -0.5314
C (-8.470, -2.049, -3.233)  -0.5740
C (-7.418, -1.116, -3.824)  -0.2853
O (-7.634, 0.155, -3.219)  -0.3556
C (-8.876, 0.169, -2.525)  -0.4256
H (-10.338, -1.434, -2.231)  0.3332
H (-10.170, -0.885, -3.903)  0.2520
H (-8.115, -2.469, -2.290)  0.2706
H (-8.723, -2.871, -3.901)  0.3492
H (-7.535, -1.023, -4.910)  0.2735
H (-6.396, -1.431, -3.613)  0.1961
H (-8.687, 0.144, -1.445)  0.2464
H (-9.398, 1.097, -2.761)  0.2706
C (-1.528, -5.735, 0.957)  -0.6305
C (-0.213, -5.281, 0.318)  -0.6257
C (-0.692, -4.195, -0.636)  -0.0167
O (-1.850, -3.614, -0.031)  -0.3157
C (-2.270, -4.408, 1.073)  -0.3067
H (-1.395, -6.222, 1.922)  0.3630
H (-2.063, -6.419, 0.295)  0.2567
H (0.440, -4.850, 1.080)  0.2441
H (0.333, -6.074, -0.191)  0.3857
H (-0.968, -4.611, -1.611)  0.3045
H (0.054, -3.413, -0.790)  -0.0725
H (-1.995, -3.898, 2.003)  0.1264
H (-3.355, -4.512, 1.037)  0.2992